Density functional theory data (ωB97M-V/def2-TZVPD) for a cluster of 2 separate species, C2H8N2 in total.

Output
energy above the lowest of the compared OMol25 structures with the same formula, charge and spin	54.99	kJ/mol
calculated total energy	-190.477911	hartree
highest occupied orbital energy	-9.491	eV
SMILES	[H]/N=C/N.C
orbital gap	10.46	eV

Structure (ORCA input):
```
! wB97M-V def2-TZVPD RIJCOSX def2/J DEFGRID3
* xyz 0 1
H 1.4450 -1.0874 -1.7566
N 1.3359 -0.0872 -1.6262
C 0.0793 0.1537 -1.5881
N -0.3794 1.4559 -1.4168
H -0.6774 -0.4262 -2.1291
H -1.2422 1.4258 -0.8887
H 0.4010 2.0319 -1.1075
C -0.1650 -0.7118 2.0211
H -0.4999 -0.7404 3.0820
H -0.8774 -0.0855 1.4920
H 0.7644 -0.1672 2.1548
H -0.1842 -1.7618 1.7632
*
```


Density functional theory data (ωB97M-V/def2-TZVPD) for a structure of composition C4H6F2.

Output
energy above the lowest of the compared OMol25 structures with the same formula, charge and spin	89.44	kJ/mol
calculated total energy	-355.690618	hartree
highest occupied orbital energy	-11.028	eV
orbital gap	12.16	eV

Structure (ORCA input):
```
! wB97M-V def2-TZVPD RIJCOSX def2/J DEFGRID3
* xyz 0 1
C -0.4766 0.0778 -0.9749
C 0.9450 -0.0445 -0.4703
C 0.5116 -0.3267 0.9521
C -0.7786 0.3219 0.5055
H -0.8747 -0.8093 -1.2855
H 1.7059 -0.7536 -0.8614
H 1.3513 0.9394 -0.6557
H 1.1257 0.0597 1.8404
H 0.3428 -1.3766 1.0944
H -1.1108 1.3257 0.7396
F -0.9190 1.0841 -1.8283
F -1.8226 -0.4978 0.9442
*
```


Density functional theory data (ωB97M-V/def2-TZVPD) for a cluster of 2 separate species, C3H5N2S in total.

Output
energy above the lowest of the compared OMol25 structures with the same formula, charge and spin	416.27	kJ/mol
calculated total energy	-624.589655	hartree
highest occupied orbital energy (spin up / spin down)	-14.756 / -14.757	eV
orbital gap (spin up / spin down)	7.16 / 7.16	eV

Structure (ORCA input):
```
! wB97M-V def2-TZVPD RIJCOSX def2/J DEFGRID3
* xyz 1 1
C 0.6601 -0.7989 0.5404
C 2.2421 0.6636 -0.4582
C -2.4235 -0.0855 0.0103
N 0.1131 0.2251 -0.0232
N 1.0165 0.9972 -0.6035
S 2.3890 -0.8324 0.4445
H 0.1668 -1.3842 1.3174
H 2.9440 1.2775 -1.0191
H -2.6678 0.6014 -0.8799
H -2.1664 -1.0455 -0.2635
H -2.2739 0.3816 0.9350
*
```


Density functional theory data (ωB97M-V/def2-TZVPD) for a structure of composition C2H9BN.

Output
energy above the lowest of the compared OMol25 structures with the same formula, charge and spin	273.59	kJ/mol
calculated total energy	-160.809868	hartree
highest occupied orbital energy	-13.937	eV
orbital gap	10.00	eV

Structure (ORCA input):
```
! wB97M-V def2-TZVPD RIJCOSX def2/J DEFGRID3
* xyz 1 1
B 2.4591 0.1769 0.1044
C 0.4749 -0.6276 -0.1143
C -0.4729 0.5250 -0.0599
N -1.8764 -0.0392 0.0483
H 2.5849 1.2594 0.3301
H 3.1791 -0.5899 -0.2474
H 0.5768 -0.8620 -1.2082
H 0.2285 -1.5872 0.5596
H -0.1697 1.1438 0.8338
H -0.3797 1.1177 -0.8552
H -1.9731 -0.8464 -0.4453
H -2.6306 0.7736 0.0650
H -2.0009 -0.4440 0.9890
*
```


Density functional theory data (ωB97M-V/def2-TZVPD) for a structure of composition C10H18O2P.

Output
energy above the lowest of the compared OMol25 structures with the same formula, charge and spin	45.99	kJ/mol
calculated total energy	-883.235818	hartree
highest occupied orbital energy	-13.648	eV
orbital gap	8.34	eV

Structure (ORCA input):
```
! wB97M-V def2-TZVPD RIJCOSX def2/J DEFGRID3
* xyz 1 1
C 1.1656 -2.1173 0.1723
C 1.7185 -1.3741 1.4576
C -1.9669 1.2806 -2.3459
C -0.8801 0.2622 -2.1552
C -0.7820 -1.1331 -1.4504
C 0.1684 -1.1594 -0.2175
C -2.1674 -1.8279 -1.0289
C 2.0453 1.9044 1.2171
C -0.0847 1.9748 2.8517
C 0.5662 1.6635 1.4893
O -0.1284 -2.0569 -2.3405
O -0.8802 1.5049 -1.4425
P 0.1374 -0.2270 1.2372
H 2.0108 -1.9045 -0.5545
H 0.9164 -3.1316 0.1103
H 1.7254 -2.0589 2.3493
H 2.6266 -0.7629 1.2771
H -2.8736 1.1768 -1.7150
H -1.8977 1.8636 -3.2039
H -0.1309 0.1674 -3.0166
H -2.9311 -1.0969 -0.7427
H -1.9360 -2.6260 -0.2636
H -2.4648 -2.3381 -1.9554
H 2.7242 1.3388 1.9047
H 2.4647 2.9618 1.3201
H 2.3406 1.6250 0.0969
H -1.2608 1.8922 2.6207
H 0.0707 2.9780 3.2481
H 0.1968 1.2014 3.7301
H 0.0026 2.1698 0.5932
H -0.4954 -2.1506 -3.2434
*
```


Density functional theory data (ωB97M-V/def2-TZVPD) for a structure of composition C10H13N3Se3TeTi.

Output
calculated total energy	-8874.472261	hartree
highest occupied orbital energy (spin up / spin down)	-14.623 / -14.623	eV
orbital gap (spin up / spin down)	6.59 / 6.59	eV

Structure (ORCA input):
```
! wB97M-V def2-TZVPD RIJCOSX def2/J DEFGRID3
* xyz 2 1
Ti -0.2073 0.0736 0.0879
Se 0.5635 0.4534 -2.1624
Se 2.3174 0.1811 -0.6358
Te 2.3029 2.4001 0.5594
Se 0.2301 1.6826 1.8355
C -6.5008 0.3873 -0.6943
C -5.0079 0.3436 -0.5530
C -4.1922 -0.0803 -1.6049
C -2.8276 -0.0627 -1.4729
N -2.2092 0.3733 -0.3479
C -3.0002 0.7901 0.6725
C -4.3709 0.7615 0.6139
H -6.8654 -0.4333 -1.3105
H -6.7791 1.3207 -1.1914
H -7.0026 0.3592 0.2704
H -4.6227 -0.4216 -2.5379
H -2.1891 -0.4016 -2.2750
H -2.5040 1.1736 1.5521
H -4.9386 1.1129 1.4656
C -2.4782 -4.8600 1.1748
N -1.5028 -3.8338 0.7444
C -0.3513 -4.0705 0.0089
C 0.2735 -2.8861 -0.1103
N -0.4964 -1.9026 0.5273
C -1.5692 -2.5436 1.0124
H -1.9312 -5.6796 1.6300
H -3.0458 -5.2015 0.3154
H -3.1326 -4.4147 1.9178
H -0.0845 -5.0562 -0.3328
H 1.2213 -2.6699 -0.5677
H -2.3766 -2.0909 1.5640
*
```


Density functional theory data (ωB97M-V/def2-TZVPD) for a structure of composition CBr2F2.

Output
energy above the lowest of the compared OMol25 structures with the same formula, charge and spin	385.87	kJ/mol
calculated total energy	-5385.694848	hartree
highest occupied orbital energy (spin up / spin down)	-9.439 / -10.719	eV
orbital gap (spin up / spin down)	7.16 / 9.27	eV

Structure (ORCA input):
```
! wB97M-V def2-TZVPD RIJCOSX def2/J DEFGRID3
* xyz 0 1
C 0.4843 -0.3301 -0.3283
F -2.4063 0.8167 0.4134
F 1.2662 -0.4342 -1.3730
Br -0.3297 1.2721 0.0748
Br 0.9854 -1.3245 1.2131
*
```


Density functional theory data (ωB97M-V/def2-TZVPD) for a structure of composition C28H45NOPRhS2Si3.

Output
expectation value of S²	6.019
energy above the lowest of the compared OMol25 structures with the same formula, charge and spin	74.35	kJ/mol
calculated total energy	-3340.635587	hartree
highest occupied orbital energy (spin up / spin down)	-7.720 / -7.794	eV
orbital gap (spin up / spin down)	8.29 / 5.41	eV

Structure (ORCA input):
```
! wB97M-V def2-TZVPD RIJCOSX def2/J DEFGRID3
* xyz 0 5
Rh -0.6550 1.1153 -0.1841
C 4.1919 -0.5330 0.8968
O 2.8816 0.0214 0.6958
Si 2.3556 1.6507 0.9236
C 2.0341 1.8228 2.7639
C 3.9355 2.6916 0.5105
C 1.0738 2.1845 -0.2856
Si 1.4228 1.8838 -2.0776
C 2.5957 0.4377 -2.4545
C -0.1158 1.5234 -3.0685
C 2.2864 3.3773 -3.0011
Si 0.0048 3.6374 0.1911
C -1.0840 3.6943 1.7674
C -0.9558 4.4808 -1.1262
C 1.0743 5.0917 0.7340
H 4.5704 -0.2251 1.9231
H 4.9003 -0.2399 0.0604
H 4.0727 -1.6292 0.8790
H 2.9965 1.7782 3.3759
H 1.4316 1.0574 3.1818
H 1.5414 2.7913 2.9453
H 3.7486 3.7394 0.6973
H 4.1493 2.5575 -0.5472
H 4.8755 2.5950 1.0984
H 3.5572 0.6735 -1.9760
H 2.8162 0.3363 -3.5136
H 2.3385 -0.5696 -2.0988
H 0.2029 1.1210 -4.0598
H -0.6942 2.4343 -3.3125
H -0.8204 0.7133 -2.6898
H 2.5721 4.1793 -2.2864
H 1.7070 3.7885 -3.8430
H 3.3198 2.9272 -3.3275
H -2.1425 3.5975 1.4342
H -0.7807 4.6065 2.2984
H -0.8649 2.8653 2.4878
H -0.3457 4.8174 -2.0477
H -1.3588 5.3669 -0.5757
H -1.8168 3.9126 -1.4919
H 2.0185 4.9545 0.0977
H 1.3402 5.1799 1.8354
H 0.5037 5.9319 0.3727
C -3.4103 0.6272 -1.8554
C -3.4944 0.7239 -0.3744
C -4.6893 0.6113 0.3642
C -4.2774 0.5750 1.6901
C -2.8796 0.5763 1.7005
C -1.8301 0.2660 2.7967
N -2.4491 0.7508 0.4537
H -4.4095 0.2777 -2.2259
H -2.6156 -0.0353 -2.1647
H -3.3074 1.6378 -2.3203
H -5.7165 0.6331 -0.0395
H -4.9148 0.5543 2.5838
H -1.3825 1.2230 3.1221
H -1.0345 -0.5133 2.4898
H -2.4777 -0.1477 3.5854
S -2.8183 -2.6279 1.1675
P -1.1934 -2.9333 0.0863
S -0.2438 -1.4422 -0.8333
C 0.1028 -3.5177 1.2051
C -0.0737 -4.8263 1.6796
C 0.7489 -5.2231 2.7541
C 1.6185 -4.3373 3.3667
C 1.8738 -3.0817 2.7300
C 1.1036 -2.6415 1.6532
C -1.6187 -4.3732 -0.9988
C -0.7456 -4.7991 -2.0043
C -1.1545 -5.4896 -3.1311
C -2.4454 -6.0422 -3.1611
C -3.2472 -5.8677 -1.9806
C -2.9147 -4.9559 -0.9897
H -0.8392 -5.5153 1.3181
H 0.7741 -6.1774 3.2184
H 2.1415 -4.4847 4.3714
H 2.6310 -2.3229 3.0690
H 1.3551 -1.6701 1.2527
H 0.2012 -4.3656 -1.8726
H -0.5531 -5.6467 -4.0210
H -2.9714 -6.5306 -3.9945
H -4.2399 -6.3056 -1.8608
H -3.4873 -4.9233 -0.0328
*
```